[1]
112
Properties=species:S:1:pos:R:3:forces:R:3 method="wB97M-V/def2-TZVPD" e_tot_ha=-9506.4846 e_homo_ev=-1.75 orbital_gap_ev=5.3 total_charge=-2 mol_weight_da=1222.406
Pb -0.082 1.694 -0.869 0.536 -0.360 0.422
S -6.158 2.467 -5.566 -0.110 -0.006 -0.083
C -4.926 2.380 -4.450 0.170 0.023 0.133
S -3.723 3.587 -4.246 -0.015 -0.058 0.005
C -2.785 2.841 -2.963 0.032 0.017 0.009
C -3.259 1.647 -2.536 -0.010 -0.044 -0.025
S -2.615 0.639 -1.263 -0.403 0.023 -0.095
S -4.691 1.070 -3.367 0.000 0.046 0.012
S -1.377 3.688 -2.391 -0.127 0.209 -0.150
O 3.168 7.423 -0.048 0.210 -0.602 -0.543
C 2.128 7.413 0.746 -0.319 -0.087 0.143
O 1.847 8.359 1.458 0.101 -0.075 -0.089
C 1.280 6.175 0.759 0.083 -0.021 0.016
C 0.163 6.017 1.556 0.044 -0.064 -0.088
Cl -0.605 7.126 2.598 -0.057 -0.046 0.037
N -0.340 4.779 1.347 -0.155 0.075 0.089
N 0.387 4.121 0.427 0.013 0.076 0.133
C 1.368 4.927 0.068 -0.029 0.158 0.023
C 2.369 4.409 -0.952 0.196 0.100 -0.102
O 3.318 5.185 -1.265 -0.152 0.348 0.244
O 2.179 3.266 -1.382 0.014 -0.068 -0.024
C -1.459 4.148 1.987 0.045 0.050 0.006
C -2.439 3.557 1.210 0.001 0.048 -0.086
C -3.498 2.909 1.829 0.005 0.026 -0.032
C -3.592 2.892 3.212 0.016 0.012 0.030
C -2.611 3.504 3.981 -0.024 -0.023 -0.013
C -1.528 4.118 3.373 0.036 -0.020 -0.007
H 3.253 6.521 -0.594 -0.069 0.180 0.277
H -2.366 3.600 0.130 0.013 -0.023 -0.014
H -4.237 2.411 1.214 0.029 -0.013 0.007
H -4.416 2.381 3.697 0.010 0.037 -0.029
H -2.675 3.481 5.062 0.019 -0.012 -0.012
H -0.736 4.557 3.965 0.005 0.017 -0.005
O 1.179 -0.995 -1.621 -0.192 0.065 -0.051
P 1.860 -2.205 -2.157 0.241 -0.171 -0.042
C 2.865 -3.061 -0.832 -0.043 0.017 0.019
C 3.100 -2.042 0.307 -0.108 0.039 -0.016
C 1.966 -2.020 1.330 0.081 -0.116 0.005
C 1.750 -3.413 1.915 -0.058 0.051 -0.044
C 1.385 -4.391 0.802 0.096 0.048 0.004
C 2.490 -4.433 -0.253 -0.075 0.059 0.022
C 0.752 -3.341 -3.102 -0.065 0.025 0.119
C -0.140 -2.571 -4.110 -0.040 0.071 0.037
C -1.303 -1.823 -3.457 0.027 -0.118 0.050
C -2.160 -2.740 -2.591 0.046 0.059 0.078
C -1.281 -3.436 -1.557 0.038 -0.009 -0.160
C -0.181 -4.235 -2.265 -0.068 0.121 -0.023
C 3.258 -1.873 -3.333 -0.057 0.175 -0.070
C 2.892 -1.305 -4.712 -0.031 0.049 0.050
C 2.325 0.113 -4.609 0.115 -0.014 0.046
C 3.363 1.047 -3.980 -0.119 -0.046 0.152
C 3.818 0.517 -2.619 -0.012 -0.055 -0.110
C 4.314 -0.931 -2.717 -0.066 0.063 0.024
H 3.819 -3.211 -1.343 0.033 -0.009 0.019
H 3.232 -1.039 -0.099 0.021 -0.013 0.030
H 4.033 -2.317 0.815 0.012 -0.019 -0.015
H 1.046 -1.660 0.856 0.007 0.030 0.012
H 2.210 -1.305 2.119 -0.024 0.023 -0.008
H 0.962 -3.392 2.670 -0.023 0.003 0.028
H 2.669 -3.752 2.411 -0.013 0.002 0.017
H 0.442 -4.066 0.358 -0.005 -0.019 0.022
H 1.230 -5.397 1.204 -0.033 -0.008 -0.016
H 2.256 -5.140 -1.051 0.013 -0.030 -0.020
H 3.395 -4.820 0.235 0.001 0.000 -0.005
H 1.447 -3.979 -3.664 -0.008 -0.039 -0.011
H -0.541 -3.323 -4.803 0.030 -0.004 -0.018
H 0.434 -1.867 -4.706 -0.021 -0.021 0.001
H -1.913 -1.353 -4.232 0.016 0.017 -0.010
H -0.916 -1.023 -2.825 -0.037 -0.001 -0.057
H -2.655 -3.497 -3.215 -0.016 0.002 -0.004
H -2.933 -2.147 -2.097 0.017 -0.019 -0.028
H -1.875 -4.108 -0.931 0.013 0.010 0.033
H -0.845 -2.668 -0.906 -0.029 -0.047 0.033
H -0.668 -4.926 -2.965 0.023 -0.013 -0.006
H 0.373 -4.851 -1.566 0.039 -0.042 0.051
H 3.700 -2.867 -3.475 0.034 -0.016 -0.002
H 2.227 -1.976 -5.254 0.011 -0.009 -0.012
H 3.822 -1.260 -5.294 0.006 -0.021 -0.011
H 1.428 0.112 -3.982 -0.008 0.009 -0.054
H 2.035 0.475 -5.598 -0.013 -0.003 0.005
H 2.945 2.045 -3.842 0.037 0.015 -0.032
H 4.226 1.127 -4.653 -0.004 0.026 -0.006
H 2.976 0.580 -1.927 0.060 0.010 0.018
H 4.609 1.153 -2.217 -0.011 0.011 0.010
H 4.653 -1.284 -1.741 0.003 0.010 -0.021
H 5.189 -0.958 -3.379 0.020 -0.031 0.009
C -1.813 -2.412 6.138 -0.003 0.053 -0.012
Ge -2.105 -0.996 4.788 0.002 0.033 0.228
C -4.029 -0.624 4.719 0.006 -0.018 -0.100
C -1.173 0.607 5.418 0.009 0.011 -0.133
C -1.349 -1.530 3.070 0.043 0.025 -0.058
Se -2.179 -0.627 1.546 -0.344 -0.329 0.074
C -3.660 -1.923 1.393 0.198 0.070 -0.019
H -2.219 -2.098 7.103 0.014 -0.033 -0.025
H -0.744 -2.596 6.262 -0.027 -0.018 -0.005
H -2.294 -3.348 5.847 0.006 0.018 -0.001
H -4.320 -0.035 5.592 0.004 -0.012 -0.010
H -4.620 -1.542 4.705 0.008 0.010 0.009
H -4.248 -0.051 3.816 -0.003 -0.028 0.044
H -1.766 1.143 6.162 0.015 -0.017 -0.008
H -0.990 1.270 4.569 -0.016 -0.008 0.065
H -0.212 0.340 5.863 -0.004 0.005 -0.022
H -1.403 -2.607 2.905 0.043 -0.026 0.008
H -0.300 -1.227 3.054 -0.006 -0.023 -0.036
H -4.107 -2.143 2.364 -0.008 0.043 -0.005
H -3.303 -2.847 0.934 -0.021 -0.013 0.037
H -4.405 -1.468 0.742 0.012 -0.004 0.000
C 0.944 1.457 2.194 -0.045 0.032 -0.074
O -0.167 1.132 1.437 0.122 0.228 -0.168
H 1.011 2.535 2.438 0.000 -0.042 0.016
H 1.905 1.199 1.705 0.013 0.029 -0.002
H 0.946 0.928 3.167 0.011 -0.029 -0.035


[2]
133
Properties=species:S:1:pos:R:3:forces:R:3 method="wB97M-V/def2-TZVPD" e_tot_ha=-4886.7918 e_homo_ev=-11.56 orbital_gap_ev=9.1 total_charge=+1 mol_weight_da=1160.801
C -4.631 -2.756 -1.904 -0.149 -0.215 0.005
C -5.277 -1.702 -1.043 0.209 -0.100 0.046
C -6.251 -0.910 -1.642 -0.119 -0.056 -0.392
C -6.948 0.056 -0.953 -0.059 0.311 0.350
C -6.697 0.243 0.406 0.061 0.107 -0.150
C -5.724 -0.523 1.014 0.071 -0.049 0.069
C -4.975 -1.464 0.304 0.246 -0.072 -0.160
C -3.887 -2.243 0.995 -0.261 -0.161 -0.103
N -2.470 -1.568 1.043 -0.655 0.111 0.333
P -1.648 -1.547 -0.561 0.350 0.205 -1.138
N -2.261 -0.608 -1.590 -0.101 -0.124 0.785
O -0.136 -1.313 -0.176 -0.648 -0.654 0.147
O -1.730 -3.099 -0.893 0.081 0.081 -0.064
P -2.369 0.010 1.929 1.063 0.290 0.311
N -0.935 0.370 2.284 -0.408 -0.546 -0.157
O -3.161 1.011 1.028 -0.171 0.128 0.273
O -3.346 -0.205 3.164 -0.192 -0.309 -0.231
H -5.369 -3.145 -2.609 0.047 0.065 0.019
H -4.265 -3.610 -1.332 0.015 0.075 -0.077
H -3.801 -2.349 -2.483 -0.060 -0.034 0.035
H -6.440 -1.085 -2.695 -0.129 0.042 0.060
H -7.695 0.662 -1.455 0.027 -0.080 0.020
H -7.220 0.962 1.021 -0.156 -0.081 -0.293
H -5.550 -0.386 2.072 -0.010 -0.069 0.127
H -4.129 -2.471 2.033 0.049 0.231 -0.010
H -3.747 -3.198 0.495 0.315 0.120 0.095
H -1.921 -2.214 1.631 0.094 -0.286 -0.148
H -3.047 -0.040 -1.306 -0.035 0.063 -0.223
H 0.441 -1.866 -0.778 0.704 0.514 0.119
H -0.895 -3.584 -0.831 -0.075 -0.041 0.166
H -0.178 -0.224 1.978 0.181 0.245 -0.046
H -4.002 1.330 1.390 -0.135 -0.178 -0.239
H -2.947 -0.813 3.806 -0.031 0.298 0.167
C -6.846 1.023 6.409 0.109 -0.105 0.205
C -6.191 -0.240 5.885 0.042 0.035 0.080
O -6.815 -0.395 4.603 0.052 -0.050 0.042
C -7.261 0.816 4.200 0.070 -0.029 -0.058
O -7.650 1.049 3.099 -0.024 0.096 0.206
O -7.171 1.716 5.195 0.014 0.034 0.079
H -6.178 1.621 7.025 -0.027 0.155 -0.109
H -7.765 0.823 6.960 -0.033 -0.011 -0.043
H -5.116 -0.112 5.733 0.006 0.026 0.023
H -6.364 -1.116 6.503 -0.108 -0.053 -0.092
C 1.136 -2.078 -5.259 -0.260 -0.081 -0.139
C -0.271 -2.008 -4.689 0.102 0.024 -0.198
O -0.033 -2.410 -3.320 -0.059 -0.044 0.038
C 1.240 -2.148 -3.020 -0.118 0.120 -0.103
O 1.668 -2.187 -1.892 -0.101 -0.175 0.101
O 1.952 -1.826 -4.093 0.088 -0.037 -0.021
H 1.335 -1.338 -6.026 0.068 0.087 0.089
H 1.382 -3.067 -5.645 0.035 -0.014 0.046
H -0.689 -1.003 -4.684 0.020 0.018 0.054
H -0.980 -2.679 -5.162 -0.008 -0.066 0.131
C -5.118 1.161 -4.510 0.017 0.103 -0.046
C -4.360 1.646 -5.734 -0.089 0.051 0.059
O -3.364 0.624 -5.886 0.043 0.041 -0.066
C -3.811 -0.505 -5.302 -0.042 0.052 0.127
O -3.284 -1.568 -5.385 0.038 -0.059 -0.007
O -4.934 -0.259 -4.591 0.002 -0.029 0.015
H -6.178 1.397 -4.523 -0.025 -0.101 -0.045
H -4.676 1.518 -3.578 0.020 -0.011 0.001
H -4.981 1.668 -6.630 -0.010 -0.034 0.000
H -3.881 2.610 -5.600 0.105 -0.047 0.017
C 3.207 0.089 -7.473 0.114 0.048 -0.025
C 3.957 1.002 -8.429 -0.030 0.024 0.098
O 3.870 0.276 -9.661 0.041 0.036 -0.010
C 2.803 -0.544 -9.610 0.018 0.051 0.032
O 2.360 -1.155 -10.525 -0.001 -0.074 -0.078
O 2.296 -0.578 -8.352 -0.092 -0.050 0.142
H 2.653 0.619 -6.702 -0.054 0.032 -0.054
H 3.854 -0.660 -7.011 0.050 0.039 0.001
H 3.464 1.966 -8.557 -0.021 -0.003 0.008
H 4.998 1.159 -8.163 0.041 -0.085 -0.086
C -2.411 3.193 5.487 -0.030 0.092 0.028
C -3.194 4.112 6.410 0.022 0.074 -0.052
O -3.674 3.198 7.410 0.011 0.016 -0.112
C -2.858 2.124 7.437 -0.060 0.038 0.044
O -2.888 1.264 8.254 -0.018 -0.098 -0.025
O -2.002 2.151 6.385 -0.053 0.018 -0.163
H -1.541 3.660 5.036 0.078 -0.051 0.074
H -3.033 2.754 4.705 -0.032 0.002 0.012
H -2.562 4.856 6.895 0.033 -0.019 -0.001
H -4.032 4.606 5.928 -0.084 -0.073 0.058
C 2.306 1.404 6.269 -0.032 -0.051 0.071
C 1.168 1.681 7.236 0.021 -0.087 -0.102
O 1.504 2.990 7.723 -0.054 -0.020 0.030
C 2.280 3.601 6.809 0.004 -0.046 -0.010
O 2.588 4.749 6.830 0.020 0.069 -0.024
O 2.669 2.727 5.851 0.059 -0.055 -0.039
H 2.013 0.813 5.405 -0.014 0.092 -0.068
H 3.167 0.940 6.752 0.002 0.015 0.022
H 0.202 1.741 6.737 0.052 -0.067 0.018
H 1.113 0.978 8.061 0.039 0.102 0.095
C -0.385 -7.213 1.039 0.102 -0.002 -0.089
C 0.726 -6.222 0.732 0.012 -0.137 0.030
O 0.023 -4.961 0.815 0.066 -0.014 -0.159
C -1.059 -5.139 1.596 -0.054 0.088 0.068
O -1.745 -4.238 1.991 -0.025 0.246 0.054
O -1.269 -6.423 1.862 0.012 -0.100 -0.010
H -0.058 -8.090 1.587 -0.036 0.054 0.124
H -0.933 -7.521 0.149 -0.011 0.020 -0.008
H 1.513 -6.223 1.485 -0.018 0.012 0.028
H 1.165 -6.339 -0.253 -0.074 0.102 -0.053
C 1.468 -3.296 -12.842 0.078 0.034 0.027
C 2.759 -3.467 -13.620 -0.012 0.075 0.064
O 2.399 -4.458 -14.587 0.064 0.003 0.001
C 1.056 -4.426 -14.760 0.036 0.026 0.043
O 0.469 -5.009 -15.609 -0.040 -0.039 -0.051
O 0.482 -3.635 -13.824 -0.030 0.021 0.052
H 1.311 -2.287 -12.477 -0.092 0.019 -0.072
H 1.388 -3.997 -12.009 0.016 -0.016 -0.003
H 3.052 -2.555 -14.142 -0.021 0.012 -0.005
H 3.591 -3.820 -13.017 -0.010 -0.111 -0.039
C 5.703 4.850 4.833 -0.088 -0.037 0.067
C 5.664 5.418 6.238 -0.103 0.028 -0.020
O 7.059 5.490 6.570 -0.022 -0.001 -0.004
C 7.770 5.545 5.425 -0.048 -0.053 0.001
O 8.937 5.763 5.359 0.159 -0.013 0.031
O 6.975 5.307 4.358 -0.037 -0.023 -0.058
H 4.909 5.218 4.191 0.068 0.082 -0.050
H 5.698 3.758 4.825 0.009 -0.006 0.018
H 5.245 6.424 6.267 -0.004 0.008 -0.004
H 5.136 4.793 6.948 0.116 -0.024 0.076
C 12.026 3.963 6.740 -0.051 0.123 0.029
C 12.480 4.488 5.395 -0.101 0.125 -0.036
O 13.412 3.484 4.974 -0.010 0.021 0.039
C 13.113 2.330 5.614 -0.039 0.044 -0.013
O 13.589 1.272 5.363 0.028 -0.069 -0.018
O 12.188 2.549 6.579 -0.019 0.024 0.046
H 10.992 4.207 6.965 -0.048 -0.141 -0.037
H 12.664 4.298 7.560 0.039 -0.012 -0.020
H 11.663 4.537 4.674 -0.027 -0.007 0.020
H 12.968 5.457 5.449 0.134 -0.060 -0.032